70
Properties=species:S:1:pos:R:3:nbo_charge:R:1 method="wB97M-V/def2-TZVPD" multiplicity=1 gap_ev=9.0487 charge=0 lumo_ev=-0.150 total_energy_ev=-90317.87013 homo_energy_ev=-9.20 fmax_ha_per_bohr=0.0151
O -4.787 1.494 0.484 -0.892
S -3.838 0.559 0.006 2.557
O -3.669 -0.712 0.592 -0.865
O -2.430 1.254 -0.126 -0.679
C -2.451 2.087 -1.290 -0.148
C -3.206 1.247 -2.344 -0.318
P -4.395 2.446 -3.313 1.422
O -4.960 1.405 -4.406 -0.987
O -3.335 3.282 -4.241 -1.006
S -1.973 0.284 -3.331 2.066
O -2.240 0.437 -4.719 -0.886
O -0.691 0.607 -2.775 -0.907
C -2.167 -1.573 -3.002 0.398
F -1.518 -1.861 -1.883 -0.288
F -1.526 -2.100 -4.043 -0.286
C -3.597 -2.183 -2.952 0.921
F -4.072 -2.193 -1.704 -0.290
F -4.409 -1.459 -3.736 -0.302
F -3.556 -3.449 -3.412 -0.300
O -4.058 0.393 -1.591 -0.709
H -3.028 2.991 -1.069 0.213
H -1.432 2.329 -1.550 0.258
H -5.037 1.779 -5.288 0.520
H -2.523 3.599 -3.838 0.509
C 3.896 3.888 2.117 -0.246
O 2.662 4.346 2.617 -0.545
C 2.209 5.514 1.962 -0.091
C 0.728 5.715 2.182 -0.093
O -0.091 4.878 1.382 -0.545
C -0.269 3.541 1.823 -0.089
C -1.264 3.393 2.950 -0.094
O -0.677 3.738 4.189 -0.544
C -1.638 3.997 5.185 -0.247
H 4.687 4.636 2.247 0.164
H 4.162 2.995 2.678 0.195
H 3.827 3.636 1.053 0.164
H 2.407 5.445 0.884 0.170
H 2.744 6.392 2.352 0.168
H 0.485 6.732 1.871 0.186
H 0.488 5.608 3.243 0.199
H 0.683 3.076 2.087 0.201
H -0.681 3.015 0.959 0.177
H -1.608 2.349 2.984 0.172
H -2.131 4.034 2.746 0.171
H -2.287 4.834 4.904 0.164
H -1.101 4.252 6.096 0.194
H -2.267 3.120 5.378 0.167
C -0.612 -5.179 -1.054 -0.245
O 0.671 -4.652 -0.811 -0.546
C 0.732 -3.915 0.395 -0.092
C 2.162 -3.750 0.854 -0.092
O 2.708 -4.905 1.470 -0.539
C 3.167 -5.936 0.614 -0.092
C 4.530 -5.676 0.012 -0.092
O 4.440 -4.773 -1.072 -0.544
C 5.688 -4.223 -1.419 -0.246
H -1.363 -4.383 -1.128 0.162
H -0.571 -5.714 -2.001 0.193
H -0.918 -5.873 -0.263 0.165
H 0.158 -4.424 1.180 0.172
H 0.295 -2.918 0.243 0.170
H 2.169 -2.984 1.631 0.187
H 2.785 -3.410 0.023 0.197
H 2.444 -6.150 -0.177 0.198
H 3.255 -6.816 1.253 0.187
H 4.948 -6.632 -0.336 0.166
H 5.195 -5.274 0.788 0.171
H 6.124 -3.664 -0.583 0.164
H 5.524 -3.545 -2.254 0.194
H 6.400 -4.999 -1.726 0.163